This record from the OMol25 dataset describes C8H2Cl2N2O2 in the gas phase. The level of theory is ωB97M-V/def2-TZVPD.

Properties
LUMO = -2.4 eV

```
16
Properties=species:S:1:pos:R:3:forces:R:3
N 2.866288 -1.455539 -1.369081 0.3554 -0.1299 -0.4998
C 1.892271 -1.042729 -0.939598 0.3209 0.0453 0.2039
C 0.769144 -0.541564 -0.165785 1.6419 0.0815 1.0702
C 0.763086 -1.300113 1.108882 -0.8995 0.5967 -0.7180
N 0.498767 -1.744133 2.127208 0.1651 -0.4356 0.6709
C 1.104713 0.981274 0.282061 0.9922 -1.3452 -0.5632
O 2.224675 1.395116 0.367611 -0.2575 -0.2495 -0.1810
C -0.068705 1.681472 0.630775 -3.6943 0.4858 0.9128
C -1.322199 1.142250 0.575571 -0.0213 0.0556 -0.2047
Cl -2.713386 1.939847 1.147415 0.1387 0.3587 0.2420
C -1.702837 -0.138375 -0.129367 0.8358 -0.6864 -1.2499
O -2.752798 -0.708353 -0.194744 0.1131 0.9032 0.7584
C -0.517918 -0.617763 -0.940777 0.9872 -0.2685 -2.9904
Cl -0.731739 -2.261552 -1.718207 -0.1138 0.9441 0.8553
H -0.080081 2.651195 1.097732 0.7295 0.2929 -0.0096
H -0.229281 0.018965 -1.879697 -1.2934 -0.6487 1.7031
```
Positions in Å, forces in eV/Å.

Mulliken atomic charge list, values in e, 5 entries: number 1, N, carries -0.435; number 2, C, carries -0.387; number 3, C, carries 1.326; number 4, C, carries -0.160; number 5, N, carries -0.420

***

This record from the OMol25 dataset describes 7 unconnected molecules or ions with the total composition C8H30O7. The level of theory is ωB97M-V/def2-TZVPD.

Properties
LUMO = 0.1 eV

```
45
Properties=species:S:1:pos:R:3:forces:R:3
C -11.437930 5.759470 16.425440 -0.8107 0.6371 0.4898
C -11.619400 5.210030 17.862290 -3.0904 -1.8852 -1.5173
C -12.597250 3.966590 17.862210 -1.9721 1.4402 -1.1836
O -10.501510 4.696500 18.336370 5.0858 -0.7303 1.2293
H -12.412950 5.878380 15.952900 -0.3310 -0.2050 0.1219
H -10.859160 5.161230 15.721720 0.3147 -0.1716 0.5293
H -11.097370 6.794280 16.461260 0.5859 -0.1213 0.0063
H -11.965540 5.971130 18.561590 -0.7200 0.4082 -0.3030
H -12.481690 3.182910 17.113480 1.2477 0.0480 -0.0238
H -13.544840 4.358160 17.492300 -0.6602 0.1540 0.4213
H -12.808870 3.463190 18.805560 0.3821 0.3502 0.2939
H -10.644480 4.172560 19.127970 -0.0254 0.0530 -0.0927
C -11.432070 5.942100 9.506460 1.5548 2.0445 -1.1519
C -11.438420 5.456650 10.902760 -0.7048 -1.4024 0.1850
C -11.540590 3.977880 10.846330 -0.2665 -1.3312 1.5022
O -10.295180 5.759060 11.714450 -0.2953 0.1251 -0.8340
H -12.141070 5.631900 8.738870 -0.9177 0.0081 0.9133
H -10.526630 5.653980 8.972350 0.5899 -0.0465 0.4662
H -11.377570 7.025900 9.608970 -0.2526 0.3331 -0.8094
H -12.330320 5.772780 11.443750 -0.1694 0.4639 -0.0882
H -12.445980 3.608520 10.364740 0.0359 0.2736 -0.2726
H -11.648660 3.720620 11.900010 0.2681 -0.7859 0.0907
H -10.668400 3.477910 10.425130 0.0602 0.1757 -0.0233
H -10.331310 6.692010 11.937850 0.0984 0.1375 0.0332
C -8.450930 -0.281320 10.967370 0.3834 0.0262 0.1782
C -9.362820 0.607930 11.857980 0.7777 -0.5013 -0.7961
O -10.301080 -0.165410 12.590430 -0.1585 0.1181 -0.0038
H -8.987420 -0.801390 10.173760 -0.3794 0.0377 0.1144
H -7.888750 -1.041730 11.509430 -0.4143 -0.0758 0.4843
H -7.640900 0.233250 10.450490 -0.2267 0.6843 0.0230
H -9.908110 1.299500 11.215730 0.0936 0.2542 -0.0584
H -8.797300 1.190780 12.585000 0.1088 -0.1144 -0.0684
H -10.928840 -0.467660 11.930000 -0.2190 -0.3033 0.1524
O -10.757710 2.413780 14.771290 0.2169 0.5038 -0.0777
H -11.645420 2.419180 15.129310 -0.2648 -0.1719 0.2658
H -10.831110 1.919160 13.955090 0.1132 -0.3945 -0.2528
O -8.714020 1.666630 16.609630 0.6638 -0.1189 0.3485
H -9.542650 1.900640 16.191480 -0.3154 0.0930 -0.2305
H -8.066180 1.724030 15.907310 0.1214 0.1064 -0.1440
O -10.753740 0.143260 17.603850 -0.0018 -0.0438 0.2725
H -11.469640 0.169060 18.238710 -0.2001 -0.0419 0.1704
H -11.185980 0.012110 16.759930 -0.1067 -0.0179 -0.3690
O -13.221420 0.994380 15.326440 0.1979 -0.0089 0.1320
H -13.417590 1.311930 14.445020 -0.1328 -0.0527 -0.3474
H -13.945460 1.315510 15.863900 -0.2649 0.0486 0.2241
```
Positions in Å, forces in eV/Å.

Mulliken atomic charge list, values in e, 5 entries: number 1, C, carries -1.276; number 2, C, carries 0.603; number 3, C, carries -1.284; number 4, O, carries -0.519; number 5, H, carries 0.330

***

This record from the OMol25 dataset describes a molecular structure, C8H32B4CaO2. The level of theory is ωB97M-V/def2-TZVPD.

Properties
Net charge = -2
LUMO = 4.8 eV

```
47
Properties=species:S:1:pos:R:3:forces:R:3
Ca -0.851508 -0.490134 -0.696832 0.0241 -0.7640 0.6254
B -3.219613 -1.385034 -0.012301 -1.4354 -0.8719 0.0112
H -2.437159 -0.881117 0.721252 0.1662 0.3335 0.9315
H -4.376838 -1.175527 0.330242 -0.0917 0.1859 0.2478
H -3.094171 -0.963966 -1.113926 -0.0225 0.4097 -0.4475
H -3.037106 -2.585411 -0.067347 0.0302 -0.1430 0.1323
B 0.308744 -2.611935 0.088819 0.3315 -0.9776 0.6507
H 0.794450 -3.668970 0.452537 0.1330 -0.1887 -0.2136
H 0.160202 -2.464573 -1.073103 0.4534 -0.3910 -0.9509
H -0.792075 -2.531513 0.505903 -0.5959 -0.0048 0.6231
H 0.955810 -1.709238 0.497239 0.5651 0.6199 0.5154
B -1.168185 -1.180993 -3.171866 -0.1955 -0.3920 -1.3635
H -1.594450 -1.785734 -2.254937 -0.3317 -0.8869 0.0224
H -0.427065 -0.388556 -2.708275 0.8435 0.8047 -0.5420
H -0.550872 -1.889338 -3.957331 0.1305 -0.2094 -0.0116
H -2.090393 -0.630313 -3.739879 -0.0197 0.1695 -0.0943
B -1.516241 1.846857 -1.162878 -0.0906 1.7295 -0.3608
H -1.759792 3.033086 -1.003658 -0.1564 0.1274 0.1278
H -1.697069 1.500493 -2.281276 -0.3404 -0.1213 -0.4429
H -0.359190 1.687327 -0.977122 1.0584 0.1715 0.2871
H -2.077480 1.153732 -0.403394 -1.0025 0.1540 0.7344
C 3.383925 0.198147 -2.401716 0.1512 0.2748 0.4541
C 3.338445 1.464815 -1.524238 -0.6438 0.3872 -0.1805
C 2.272990 1.153826 -0.461489 0.8117 -0.1819 0.8268
O 1.490163 0.100300 -0.959904 0.1077 0.6760 -0.7153
C 2.305695 -0.702567 -1.782177 0.7620 -1.0112 -0.2797
H 4.358389 -0.287276 -2.324541 0.0011 -0.0299 -0.1538
H 3.198114 0.451971 -3.443571 -0.1075 -0.1181 -0.0228
H 2.964813 2.312601 -2.103709 0.1438 -0.0330 -0.1103
H 4.289194 1.768908 -1.085528 0.0536 -0.1691 0.0281
H 1.673407 2.024647 -0.203867 -0.3780 -0.1701 -0.2500
H 2.740218 0.817494 0.481010 0.0877 -0.0281 -0.1016
H 1.724793 -1.257676 -2.515951 -0.4342 0.4018 0.0331
H 2.787985 -1.492158 -1.187960 -0.0634 0.2139 0.2779
C -0.719940 0.407975 4.145993 -0.3236 0.1520 0.8115
C -0.309290 1.787980 3.638348 -0.3120 -0.4560 -0.3201
C -0.772694 1.674723 2.184919 0.1221 -0.1565 0.4590
O -0.402247 0.352760 1.811804 0.1828 0.3322 -0.5695
C -0.477157 -0.502275 2.934217 0.0209 -0.4722 0.7092
H -1.778309 0.404054 4.431577 -0.0877 0.1065 -0.4256
H -0.248147 0.110513 5.089317 0.4760 -0.1138 -0.3335
H 0.780849 1.856890 3.671366 -0.0183 0.3160 0.0220
H -0.797284 2.622340 4.141084 0.1761 0.0280 0.1777
H -0.278165 2.397563 1.541253 -0.1798 -0.1531 -0.3263
H -1.861030 1.753482 2.108441 0.0070 0.3092 -0.0795
H 0.456353 -1.068956 2.966054 0.0009 0.0610 0.1208
H -1.291068 -1.229226 2.877402 -0.0095 0.0797 -0.5336
```
Positions in Å, forces in eV/Å.

Mulliken atomic charge list, values in e, 5 entries: number 1, Ca, carries -0.088; number 2, B, carries 0.573; number 3, H, carries -0.482; number 4, H, carries -0.287; number 5, H, carries 0.063

***

This record from the OMol25 dataset describes a molecular structure, C8H32CrN16O8. The level of theory is ωB97M-V/def2-TZVPD.

Properties
Net charge = +3
Expectation value of S² = 3.76
2S+1 = 4
LUMO (spin up / spin down) = -9.6 / -8.0 eV

```
65
Properties=species:S:1:pos:R:3:forces:R:3
Cr -0.214664 0.052309 -0.020058 -1.4820 -1.1107 1.3664
C 0.586734 -3.131120 -0.463140 0.3325 2.2447 0.7589
O 0.056013 -2.046589 -0.128447 -0.2329 -0.4801 0.2493
N 0.091276 -3.967345 -1.367038 0.2453 -0.9954 -0.4223
N 1.782599 -3.483829 0.037924 -0.0980 -0.5779 -0.1194
H 0.616167 -4.826282 -1.400640 -0.5476 -0.3106 -0.5916
H -0.779945 -3.900265 -1.864046 -0.0967 0.2757 0.2897
H 2.231541 -2.905194 0.721494 0.0553 0.0228 0.0202
H 2.119668 -4.417179 -0.129642 0.3339 0.1013 0.2132
C 3.339586 -0.633937 0.532031 -2.8866 1.8180 -1.8722
O 2.178018 -0.188013 0.395043 1.4875 -0.5733 0.4448
N 3.627500 -1.502258 1.494098 1.8351 -1.4023 1.0669
N 4.285011 -0.275243 -0.360283 1.1379 -0.9190 0.4999
H 4.592277 -1.777863 1.619303 -0.0789 -0.0103 0.1142
H 3.041413 -1.711880 2.284425 -0.3626 0.4293 -0.2070
H 5.168085 -0.761542 -0.347612 0.1442 0.3472 -0.1006
H 4.198841 0.535046 -0.945095 -0.3657 -0.0724 0.0205
C 1.163123 3.097142 -0.385311 -1.1533 0.5295 1.0708
O 0.885788 1.897291 -0.410839 0.3218 -0.1263 -1.1319
N 0.743495 3.886965 0.642824 0.6223 0.5698 0.0569
N 1.810031 3.755762 -1.361261 0.5176 -0.4405 -0.7909
H 0.186708 3.533337 1.399784 0.0970 -0.3957 -0.1531
H 1.318113 4.687457 0.857856 -0.2983 0.1690 0.0381
H 1.946858 4.751200 -1.412425 -0.2096 0.0180 0.3280
H 2.088314 3.246289 -2.181228 0.1368 -0.0815 0.1695
C -2.385373 -1.281945 2.113302 -0.2137 0.2718 0.2585
O -1.745738 -0.737873 1.210689 0.5881 -0.0456 -0.2536
N -1.953863 -2.125397 3.067469 -0.0997 -0.0155 -0.0647
N -3.697593 -0.971217 2.245633 -0.5087 0.4227 -0.2427
H -1.036760 -2.525488 3.146864 0.0016 0.1064 -0.2489
H -2.647024 -2.306027 3.772588 0.4201 -0.3955 0.3122
H -4.032344 -0.162809 1.751172 -0.0494 -0.1959 -0.1780
H -4.376627 -1.526685 2.737259 0.1346 -0.0126 0.1170
C 1.370930 -0.412269 -2.931895 0.2650 -0.9136 0.4844
O 0.674324 -0.372753 -1.909536 -0.2440 0.1745 -0.7245
N 1.872604 -1.570349 -3.437126 -0.1937 0.6424 0.3195
N 1.729855 0.666531 -3.628570 0.2536 0.9447 -0.2182
H 2.570068 -1.472482 -4.152738 -0.0740 -0.6636 -0.1616
H 1.592451 -2.462476 -3.071582 0.1856 0.0081 0.0577
H 2.392605 0.577724 -4.378929 -0.2131 0.2676 -0.2006
H 1.299262 1.555193 -3.447462 0.0473 -0.0876 0.0585
C -2.556802 -1.186186 -2.171963 -0.6092 0.8750 -0.6372
O -1.881447 -0.612150 -1.317089 0.3226 0.4703 0.0879
N -2.873820 -0.616790 -3.366863 0.6639 0.7738 -0.6935
N -3.192342 -2.351177 -1.996480 0.4025 -0.7396 0.4543
H -3.130297 -1.151535 -4.181649 -0.2230 -0.2852 0.2419
H -2.416806 0.241034 -3.632009 0.1301 -0.0303 0.3178
H -3.183196 -2.784091 -1.088028 -0.1332 -0.0209 -0.0861
H -3.875247 -2.606859 -2.688133 -0.1771 -0.3118 0.2844
C 0.805923 1.176689 2.892464 0.4606 -1.2111 1.3001
O 0.352350 0.510761 1.947821 -0.2655 0.4774 0.0732
N 2.116497 1.387470 3.151937 0.7574 -0.3167 -1.6630
N 0.068684 1.557633 3.951904 -0.8093 0.6824 0.0552
H 2.483535 1.878265 3.945530 -0.1927 0.0584 0.1334
H 2.789811 1.013115 2.502422 -0.1334 0.2361 -0.1019
H -0.894073 1.318637 4.117434 0.0737 -0.0949 -0.3485
H 0.568600 1.997277 4.701590 -0.2860 0.0356 0.3270
C -2.560215 2.361045 0.367027 -0.0015 0.8588 -1.1085
O -1.525848 1.687557 0.420675 0.6442 -0.0684 -0.0073
N -3.225695 2.668922 -0.769305 -0.2872 -0.4901 0.7782
N -3.054763 2.983896 1.457861 0.6534 -1.0262 0.2105
H -2.822286 2.617885 -1.685547 -0.1875 -0.2899 0.0107
H -4.177768 2.932224 -0.583730 -0.0775 0.3877 -0.9952
H -3.951426 3.435028 1.429357 0.1238 0.2678 0.4103
H -2.552695 2.755409 2.299920 -0.6037 0.2242 0.3229
```
Positions in Å, forces in eV/Å.

Mulliken atomic charge list, values in e, 5 entries: number 1, Cr, carries -0.386; number 2, C, carries 0.229; number 3, O, carries 0.285; number 4, N, carries -0.349; number 5, N, carries -0.332

***

The records above give, respectively, F_max values of 3.8, 5.3, 1.8, 3.9 eV Å⁻¹.
The records above give, respectively, DFT total energy values of -1486.35075, -849.38986, -1251.37444, -2846.02638 Ha.
The records above give, respectively, ΔE to the lowest compared entry with this formula, charge and spin values of 40.3, 37.0, 0.0, 1.1 kcal/mol.